Entry 1:
Density functional theory data (the ωB97M-V functional and the def2-TZVPD basis) for a 2-piece molecular cluster, C11H24NO overall.

## Properties
Maximum force: 4.9 eV/Å
Total energy: -563.1818 Ha
Frontier orbital gap: 10.2 eV
Relative energy (zero: lowest compared OMol25 entry of this formula, charge and spin): 0.0 kJ/mol
Total charge: +1

Cartesian coordinates (Å):
H: 1.580 1.352 -0.212
C: 1.224 -2.081 -0.154
O: -0.919 0.278 -0.782
C: -0.445 -1.893 1.717
C: 2.511 0.933 -1.940
H: 2.352 3.657 -0.965
H: -3.469 -0.285 1.162
H: 0.441 -1.608 2.201
H: -0.661 -3.784 -0.917
H: -0.441 2.468 -1.156
H: -3.217 -1.856 1.236
C: -0.828 -0.479 0.190
C: -0.173 -1.872 0.223
H: 2.164 0.926 -2.999
H: 0.546 0.505 -1.428
C: -1.084 -2.737 -0.697
H: 0.273 2.460 -2.630
C: 0.549 2.441 -1.598
H: -0.900 -2.812 2.034
H: 1.877 -1.663 0.594
H: -3.117 -1.054 2.689
H: -0.131 0.993 2.284
C: 1.337 3.712 -1.057
H: 1.038 4.688 -1.593
H: 2.915 0.018 -1.651
H: -1.297 -2.255 -1.538
H: -2.004 -2.872 -0.183
H: 1.488 -3.102 -0.298
C: -1.100 0.518 2.512
N: 1.254 1.206 -1.223
H: 1.275 -1.590 -1.126
C: -1.415 -0.666 1.557
H: -1.059 0.244 3.573
H: 2.970 1.929 -1.892
H: 1.097 3.886 0.081
C: -2.867 -1.028 1.692
H: -1.760 1.421 2.294

Okay, here come the Löwdin numbers, in e, for every atom:
1 H 0.209
2 C -0.029
3 O 0.062
4 C -0.025
5 C 0.018
6 H 0.012
7 H 0.114
8 H 0.104
9 H 0.138
10 H 0.113
11 H 0.045
12 C -0.234
13 C -0.462
14 H 0.128
15 H 0.087
16 C 0.031
17 H 0.126
18 C -0.178
19 H 0.133
20 H 0.092
21 H 0.078
22 H 0.072
23 C -0.048
24 H 0.118
25 H 0.076
26 H 0.039
27 H 0.070
28 H 0.091
29 C -0.014
30 N -0.064
31 H 0.083
32 C -0.416
33 H 0.098
34 H 0.100
35 H 0.117
36 C 0.000
37 H 0.114



Entry 2:
Density functional theory data (the ωB97M-V functional and the def2-TZVPD basis) for C11H24NO7PbS as an isolated structure.

## Properties
Maximum force: 2.5 eV/Å
Total energy: -1605.7896 Ha
Frontier orbital gap: 4.4 eV
Total charge: -3

Cartesian coordinates (Å):
H: 0.713 -4.706 -2.951
H: -0.945 3.577 -0.819
O: 3.255 -2.296 0.109
H: -2.006 2.280 2.662
N: -0.353 0.760 -0.397
O: 1.387 -4.509 2.289
H: 0.182 1.570 2.136
Pb: 0.871 -1.685 0.197
O: 0.828 -3.731 -1.139
H: -2.058 0.157 1.643
H: 4.929 -1.365 0.941
H: -1.947 1.607 -2.366
H: -1.744 -1.494 -0.195
H: 5.056 -1.820 -0.783
H: -2.278 3.149 1.140
H: 2.216 2.264 1.035
H: -2.582 2.677 -1.119
H: 4.083 -0.425 -0.299
H: 0.942 -2.931 -3.051
H: 0.728 4.050 -0.446
O: 0.208 0.258 -1.572
C: -1.767 2.291 1.591
C: -2.329 0.996 0.997
C: -2.517 1.636 -1.431
C: -0.253 2.314 1.458
C: -1.812 0.698 -0.427
H: -3.424 1.044 0.941
H: 2.323 2.140 -0.728
C: -2.286 -0.723 -0.740
O: -0.534 -3.278 1.507
C: 0.457 -3.731 -2.442
H: 2.018 0.714 0.262
C: 0.094 3.247 -0.835
H: -3.347 -0.784 -0.467
H: -3.528 1.270 -1.643
O: -0.230 -3.673 3.919
H: -0.657 -3.662 -2.597
H: 0.306 3.046 -1.887
H: 0.151 3.277 1.805
C: 4.318 -1.486 0.002
H: -2.185 -0.959 -1.801
C: 0.282 1.995 0.059
C: 1.794 1.770 0.150
S: 0.458 -3.429 2.639
O: 1.183 -2.101 2.650

Okay, here come the Löwdin numbers, in e, for every atom:
1 H 0.027
2 H 0.036
3 O -0.450
4 H 0.097
5 N -0.312
6 O -0.416
7 H 0.127
8 Pb 1.530
9 O -0.456
10 H 0.129
11 H 0.035
12 H 0.075
13 H 0.037
14 H 0.029
15 H 0.090
16 H 0.077
17 H 0.040
18 H 0.032
19 H 0.044
20 H 0.065
21 O -0.364
22 C -0.196
23 C -0.147
24 C -0.061
25 C -0.157
26 C -0.535
27 H 0.105
28 H 0.073
29 C -0.061
30 O -0.542
31 C -0.440
32 H 0.016
33 C -0.061
34 H 0.075
35 H 0.064
36 O -0.461
37 H 0.034
38 H 0.071
39 H 0.105
40 C -0.460
41 H 0.080
42 C -0.528
43 C -0.057
44 S 0.165
45 O -0.555



Entry 3:
Density functional theory data (the ωB97M-V functional and the def2-TZVPD basis) for a 2-piece molecular cluster, C11H24O3 overall.

## Properties
Maximum force: 8.1 eV/Å
Total energy: -658.6763 Ha
Frontier orbital gap: 9.7 eV
Relative energy (zero: lowest compared OMol25 entry of this formula, charge and spin): 1097.5 kJ/mol

Cartesian coordinates (Å):
H: 3.361 0.091 -1.068
H: -1.379 -3.349 -1.169
C: 1.602 -0.978 -1.600
H: -1.056 1.487 1.343
H: -0.561 0.052 1.987
H: -2.077 -1.298 2.241
H: -4.740 0.435 -0.571
C: 2.444 1.465 2.213
H: 2.958 2.488 2.690
C: -3.773 0.096 -1.079
H: 3.844 2.254 0.665
H: 4.078 0.543 1.275
H: -0.384 -2.064 -0.117
H: 2.107 1.617 -0.759
H: 1.905 -0.952 0.991
C: -1.659 -0.226 1.971
H: 0.978 -3.256 -1.231
H: -1.259 2.274 -0.909
C: -2.400 0.326 -0.335
H: 1.256 1.920 1.887
H: 1.769 0.214 -2.163
H: -3.881 -0.854 -1.590
H: -2.335 0.679 2.442
C: -0.852 -2.285 -1.151
H: -2.713 2.338 0.426
H: 2.786 -1.415 -1.697
H: 0.603 -2.301 -2.699
O: -2.486 -0.432 0.823
H: 2.078 0.519 3.037
C: 1.495 -0.357 -0.046
C: -1.837 1.723 0.086
C: 2.577 0.749 -0.319
H: 0.424 -0.025 0.103
O: -1.442 -0.113 -1.251
H: -3.838 0.891 -2.083
O: -1.707 -1.381 -1.534
C: 3.452 1.348 0.887
C: 0.663 -2.222 -1.697

Okay, here come the Löwdin numbers, in e, for every atom:
1 H 0.130
2 H 0.179
3 C -0.183
4 H 0.159
5 H 0.058
6 H 0.150
7 H 0.091
8 C -0.168
9 H 0.083
10 C 0.008
11 H 0.042
12 H 0.084
13 H 0.114
14 H 0.084
15 H 0.161
16 C -0.136
17 H 0.150
18 H 0.156
19 C -0.638
20 H 0.092
21 H 0.185
22 H 0.059
23 H 0.137
24 C -0.246
25 H 0.070
26 H 0.138
27 H 0.038
28 O -0.185
29 H 0.121
30 C -0.227
31 C 0.007
32 C -0.294
33 H 0.053
34 O -0.076
35 H 0.150
36 O -0.127
37 C -0.221
38 C -0.197



- Which formula does entry 3 have?
  C11H24O3



- Which value of frontier orbital gap does entry 3 give?
  9.7 eV



- Which of these has the lowest maximum force?
  C11H24NO7PbS



- What is the formula in the first record?
  C11H24NO